The following is a quantum chemistry calculation of a molecular structure, C43H76N4O4PRb, from the Open Molecules 2025 dataset.

Element x y z (Å)
Rb  0.05  1.79  1.56
P  -3.35  0.24  -0.52
O  -2.02  3.47  2.16
O  -0.54  5.26  4.35
O  -1.77  2.35  4.08
O  0.77  3.82  3.21
N  0.90  4.62  0.48
N  2.65  2.92  -1.25
N  -0.72  2.97  -1.70
N  0.79  0.90  -2.74
C  -4.48  -1.62  1.40
C  1.64  -3.56  3.88
C  -2.52  -1.19  -1.43
C  -4.83  1.56  -2.46
C  -4.27  -1.24  3.76
C  0.62  2.07  -3.56
C  4.05  0.21  2.12
C  -0.64  2.84  -3.15
C  3.08  3.78  -0.17
C  3.29  0.93  -2.61
C  -3.77  -0.44  1.13
C  5.46  -1.14  0.63
C  -0.87  5.38  -1.11
C  3.12  -1.97  1.09
C  4.93  -2.06  2.83
C  -2.37  -0.81  -2.90
C  1.75  -3.44  -2.92
C  1.88  -2.38  1.68
C  -5.78  1.41  -0.18
C  1.27  -2.28  3.09
C  -1.51  3.30  3.32
C  -3.11  -2.60  -1.35
C  -3.36  0.34  2.20
C  4.33  -1.24  1.67
C  1.25  -3.23  0.74
C  -5.04  0.62  -1.27
C  -3.59  -0.05  3.52
C  0.44  -4.98  -1.47
C  3.29  1.61  -1.25
C  2.18  5.00  -0.09
C  2.03  -3.34  -0.41
C  1.78  -4.24  -1.61
C  -0.18  5.57  0.24
C  -5.91  -0.56  -1.70
C  -0.34  4.24  3.69
C  -1.13  -1.24  -0.78
C  2.89  -5.29  -1.72
C  -4.72  -2.01  2.70
C  2.02  0.14  -2.93
C  -1.60  4.04  -1.24
C  3.18  -2.56  -0.20
C  -0.26  -2.22  3.02
C  1.67  -1.08  3.95
H  0.56  1.84  -4.64
H  -1.98  3.77  -0.25
H  2.72  -3.65  3.99
H  -3.22  0.59  4.30
H  -3.03  -3.01  -0.35
H  -0.61  -0.28  -0.85
H  2.11  -0.26  -3.96
H  -0.92  5.43  1.03
H  -6.09  -1.25  -0.87
H  4.12  4.09  -0.36
H  -5.15  2.22  0.22
H  4.23  0.91  1.30
H  5.82  -2.12  0.34
H  -0.50  -1.99  -1.25
H  0.94  -2.71  -2.92
H  0.18  6.62  0.31
H  2.67  5.80  0.49
H  1.62  -4.10  -3.79
H  2.74  -1.00  4.13
H  -0.39  -4.28  -1.39
H  3.08  3.29  0.82
H  1.48  2.72  -3.41
H  -1.03  2.09  -1.32
H  -4.15  -2.65  -1.67
H  3.99  -2.45  -0.90
H  -4.45  -1.56  4.78
H  3.49  1.69  -3.38
H  4.11  0.21  -2.66
H  -4.85  -2.24  0.59
H  0.27  -5.62  -2.35
H  0.44  -5.60  -0.58
H  -0.69  -3.10  2.53
H  -6.06  0.77  0.66
H  4.71  0.51  2.95
H  -1.54  2.37  -3.57
H  -2.47  4.15  -1.91
H  -2.87  1.30  2.05
H  -6.68  1.86  -0.60
H  5.16  -3.06  2.48
H  3.03  0.36  2.45
H  1.29  -4.44  3.34
H  -1.59  6.20  -1.24
H  -0.15  5.48  -1.94
H  2.69  -2.89  -3.05
H  -3.30  -0.96  -3.46
H  1.18  -1.16  4.93
H  4.34  1.77  -0.95
H  1.63  2.83  -1.21
H  1.34  -0.13  3.52
H  2.03  5.38  -1.11
H  -1.20  -1.52  0.28
H  6.29  -0.57  1.06
H  4.24  -2.15  3.67
H  1.98  -0.71  -2.25
H  2.73  -5.96  -2.57
H  -2.53  -3.26  -2.01
H  -0.60  -1.34  2.47
H  -5.45  -1.11  -2.52
H  -6.88  -0.19  -2.04
H  5.85  -1.59  3.20
H  0.30  -3.73  0.89
H  2.87  0.91  -0.51
H  -4.34  1.07  -3.30
H  -5.80  1.93  -2.81
H  -0.69  -2.16  4.02
H  -5.26  -2.93  2.89
H  0.99  4.48  1.49
H  -4.23  2.43  -2.17
H  2.93  -5.88  -0.80
H  -0.59  3.84  -3.58
H  -2.07  0.23  -3.03
H  1.18  -3.55  4.88
H  0.01  0.27  -2.84
H  -1.61  -1.45  -3.37
H  3.86  -4.80  -1.83
H  5.12  -0.62  -0.27

DFT total energy = -2569.5918 Eh
ΔE to the lowest compared entry with this formula, charge and spin = 0.364 eV
Charge = -2
Frontier orbital gap = 5.22 eV
HOMO level = -1.5 eV
Lowest unoccupied orbital energy = 3.6995 eV
F_max = 0.710 eV/Å

Atom charges from the Mulliken analysis, given in e for atoms 1 to 99: number 1, Rb, carries 0.454; number 2, P, carries 1.034; number 3, O, carries -0.585; number 4, O, carries -0.831; number 5, O, carries -0.699; number 6, O, carries -0.800; number 7, N, carries 0.555; number 8, N, carries 0.040; number 9, N, carries 1.704; number 10, N, carries 1.001; number 11, C, carries -0.909; number 12, C, carries -1.995; number 13, C, carries 2.932; number 14, C, carries -1.729; number 15, C, carries -0.570; number 16, C, carries -1.037; number 17, C, carries -1.449; number 18, C, carries -1.099; number 19, C, carries -0.281; number 20, C, carries -1.702; number 21, C, carries 1.168; number 22, C, carries -2.400; number 23, C, carries -0.891; number 24, C, carries -0.350; number 25, C, carries -1.739; number 26, C, carries -1.935; number 27, C, carries -1.404; number 28, C, carries 0.060; number 29, C, carries -1.945; number 30, C, carries 3.134; number 31, C, carries 0.190; number 32, C, carries -2.064; number 33, C, carries -0.891; number 34, C, carries 2.868; number 35, C, carries -0.602; number 36, C, carries 1.950; number 37, C, carries -0.583; number 38, C, carries -1.962; number 39, C, carries -0.346; number 40, C, carries -1.162; number 41, C, carries -0.928; number 42, C, carries 2.786; number 43, C, carries -1.047; number 44, C, carries -1.735; number 45, C, carries 0.698; number 46, C, carries 0.013; number 47, C, carries -1.956; number 48, C, carries -0.941; number 49, C, carries -0.023; number 50, C, carries -0.343; number 51, C, carries -0.342; number 52, C, carries -1.860; number 53, C, carries -2.054; number 54, H, carries 0.397; number 55, H, carries 0.156; number 56, H, carries 0.294; number 57, H, carries 0.544; number 58, H, carries 0.339; number 59, H, carries -0.891; number 60, H, carries 0.403; number 61, H, carries 0.284; number 62, H, carries 0.214; number 63, H, carries 0.443; number 64, H, carries 0.396; number 65, H, carries 0.268; number 66, H, carries 0.440; number 67, H, carries -0.636; number 68, H, carries -0.021; number 69, H, carries 0.321; number 70, H, carries 0.498; number 71, H, carries 0.539; number 72, H, carries 0.267; number 73, H, carries 0.201; number 74, H, carries 0.132; number 75, H, carries 0.524; number 76, H, carries -0.912; number 77, H, carries 0.345; number 78, H, carries 0.454; number 79, H, carries 0.340; number 80, H, carries 0.477; number 81, H, carries 0.544; number 82, H, carries 0.216; number 83, H, carries 0.467; number 84, H, carries 0.298; number 85, H, carries 0.266; number 86, H, carries 0.334; number 87, H, carries 0.404; number 88, H, carries 0.074; number 89, H, carries 0.184; number 90, H, carries 0.880; number 91, H, carries 0.506; number 92, H, carries 0.282; number 93, H, carries -0.085; number 94, H, carries 0.306; number 95, H, carries 0.445; number 96, H, carries 0.329; number 97, H, carries 0.182; number 98, H, carries 0.369; number 99, H, carries 0.554